ORCA calculation (wB97M-V/def2-TZVPD) on a molecular structure, C5H6LiO4Tl in a non-equilibrium geometry.

```
17
Properties=species:S:1:pos:R:3:forces:R:3:nbo_charge:R:1
O -2.1931 -1.3920 1.9943 -0.4 0.0 0.3 -0.814
C -1.6630 -0.8055 1.0163 -0.2 -1.1 -0.5 0.970
O -1.7437 -1.2320 -0.1625 -0.1 0.1 -0.2 -0.815
O -0.9743 0.3089 1.3005 1.4 0.1 0.1 -0.514
C -0.2054 0.9228 0.2669 -3.4 1.1 -2.7 -0.102
Tl -3.4296 -3.0827 0.6357 0.7 0.7 0.1 0.881
H -0.1361 1.9810 0.5525 0.9 -0.6 0.3 0.205
H -0.8836 1.0436 -0.5895 -0.1 -0.5 0.0 0.205
C 1.1888 0.2273 -0.6934 -1.4 -1.1 2.4 -0.345
C 1.5857 0.2353 0.6508 5.4 2.3 -0.1 -0.517
H 1.2813 1.0247 -1.4401 0.2 0.3 0.7 0.192
H 1.4150 -0.7532 -1.1306 -1.3 -0.2 -0.7 0.194
Li 2.8797 1.8935 1.9046 -0.4 -0.6 -0.1 0.894
O 2.7445 0.3349 2.7753 -0.2 -0.8 -1.2 -0.930
C 2.0557 -0.3422 1.8519 -2.0 1.3 0.5 0.145
H 2.8593 -0.3311 0.6058 -0.1 -0.2 1.1 0.186
H 1.3463 -1.0778 2.2808 1.0 -0.9 0.0 0.165
```
Forces are in eV/Å.

For the energy above the lowest of the compared OMol25 structures with the same formula, charge and spin, the calculation gives 526.92 kJ/mol. The charge is 0. The HOMO-LUMO gap comes out at 6.28 eV. The total energy comes out at -18364.712 eV.



ORCA calculation (wB97M-V/def2-TZVPD) on a molecular structure, C27H41ClN2O4S3V in a non-equilibrium geometry.

```
79
Properties=species:S:1:pos:R:3:forces:R:3:lowdin_charge:R:1
V 0.4312 0.5042 -0.1058 0.4 -1.3 -0.3 0.913
C -3.9370 0.4702 0.1871 0.1 0.0 -0.1 -0.522
C -4.4977 -0.7028 0.9862 0.0 0.0 0.0 -0.527
S -3.3042 -1.6844 1.9342 0.0 0.1 0.1 0.872
C -3.7881 -1.3183 3.6526 -0.1 -0.1 -0.1 -0.517
C -2.6680 -0.8216 4.5576 0.1 -0.1 0.1 -0.543
S -1.6566 0.5567 4.0020 0.0 0.0 -0.1 0.843
C -2.8423 1.9033 3.8412 0.1 0.1 0.1 -0.526
C -3.7383 1.9424 2.6071 -0.1 0.1 -0.1 -0.494
S -2.8830 1.6916 1.0265 -0.1 -0.1 0.1 0.859
H -4.7674 0.9815 -0.3033 0.0 0.0 0.0 0.084
H -3.2933 0.0793 -0.6028 -0.1 0.0 0.1 0.036
H -4.9763 -1.3786 0.2764 0.0 0.0 -0.1 0.076
H -5.2958 -0.3978 1.6593 0.0 0.1 0.0 0.067
H -4.2011 -2.2299 4.0871 0.1 0.0 0.0 0.075
H -4.6110 -0.6065 3.6348 0.0 0.1 0.0 0.061
H -1.9355 -1.6171 4.7205 0.0 0.0 0.0 0.064
H -3.0936 -0.5960 5.5388 0.0 0.0 0.0 0.082
H -2.2245 2.7999 3.8734 0.0 0.0 0.0 0.049
H -3.4755 1.9386 4.7314 0.0 0.0 0.0 0.090
H -4.2465 2.9074 2.5799 0.0 0.0 0.0 0.081
H -4.5178 1.1920 2.6725 0.0 -0.1 0.0 0.043
O 2.0715 3.2335 1.8142 0.0 0.0 0.1 -0.373
Cl 0.6754 2.9127 1.7074 0.3 0.1 -0.3 0.937
O -0.0698 3.1597 2.8901 -0.1 0.1 0.6 -0.378
O 0.6893 1.2660 1.5927 -0.3 0.5 -0.5 -0.546
O -0.8072 -0.3303 -0.5078 0.3 0.2 0.3 -0.204
C -0.2967 2.9821 -1.2452 0.1 0.3 -0.4 -0.094
C -0.7950 2.6198 -2.6440 -0.2 -0.2 0.1 -0.318
C -2.2192 2.0444 -2.5145 0.1 0.1 -0.1 -0.045
C 0.0127 1.6650 -3.5118 0.1 0.0 0.3 -0.125
C -0.2692 1.6842 -4.8678 0.1 -0.2 -0.4 -0.025
C 0.3049 0.7621 -5.7347 -0.2 0.2 0.1 -0.035
C 1.1445 -0.2198 -5.2458 0.1 -0.1 0.1 -0.018
C 1.4663 -0.2799 -3.8952 0.1 0.1 0.2 -0.121
C 2.3363 -1.4134 -3.3768 0.0 0.0 -0.2 -0.373
C 1.7572 -2.7730 -3.7795 0.0 0.0 0.0 -0.050
C 3.7836 -1.2705 -3.8566 0.0 0.0 0.0 -0.047
C 0.9268 0.7063 -3.0511 -0.1 0.3 -0.2 -0.129
N 1.3354 0.7574 -1.6807 -0.3 -0.4 0.0 -0.075
C 2.6538 0.9280 -1.3396 0.2 0.1 0.0 -0.012
C 3.0501 0.2323 -0.2465 0.0 0.0 0.0 -0.247
C 4.2447 0.1755 0.5605 0.1 0.1 -0.1 0.065
C 3.9678 -0.6562 1.5818 0.1 -0.2 0.2 0.047
C 2.5883 -1.1008 1.4405 0.0 0.0 -0.1 -0.168
N 2.0794 -0.6158 0.3238 -0.3 0.2 0.1 0.049
C 1.8501 -1.9588 2.4072 -0.3 0.0 0.1 -0.527
C 2.6006 -3.2993 2.4872 0.1 -0.1 0.1 -0.017
C 0.4021 -2.1949 1.9722 0.1 0.0 0.0 -0.053
C 1.8726 -1.2613 3.7821 0.1 0.0 0.0 -0.009
H -0.8670 3.8437 -0.8917 0.0 -0.1 0.1 0.111
H 0.7633 3.2340 -1.1762 -0.1 0.0 -0.1 0.093
H -0.5769 2.2179 -0.4928 -0.2 0.0 0.0 -0.019
H -0.8586 3.5639 -3.1897 0.0 0.0 0.0 0.146
H -2.6853 1.9125 -3.4896 0.0 0.0 0.0 0.091
H -2.8545 2.6900 -1.9061 0.0 0.0 0.0 0.082
H -2.1645 1.0670 -2.0346 0.0 0.0 -0.1 0.053
H -0.9539 2.4291 -5.2547 0.0 0.0 0.0 0.126
H 0.0750 0.7961 -6.7918 0.0 0.0 0.0 0.116
H 1.5522 -0.9614 -5.9221 0.0 0.0 0.0 0.120
H 2.3369 -1.3843 -2.2920 0.0 0.0 0.2 0.106
H 1.7745 -2.9124 -4.8615 0.0 0.0 0.0 0.079
H 0.7242 -2.8746 -3.4405 0.0 0.0 0.0 0.089
H 2.3474 -3.5766 -3.3345 0.0 0.0 0.0 0.085
H 3.8408 -1.3178 -4.9458 0.0 0.0 0.0 0.086
H 4.3994 -2.0764 -3.4537 0.0 0.0 0.0 0.086
H 4.2180 -0.3162 -3.5459 0.0 -0.1 0.0 0.074
H 3.2825 1.5950 -1.9173 0.1 -0.1 0.0 0.162
H 5.1673 0.6959 0.3508 0.0 0.0 0.0 0.134
H 4.6274 -0.9605 2.3805 0.0 0.0 -0.1 0.129
H 2.5981 -3.8156 1.5251 0.0 0.0 0.0 0.098
H 2.0994 -3.9372 3.2163 0.0 0.0 0.0 0.098
H 3.6346 -3.1669 2.8134 -0.1 0.0 0.0 0.087
H 0.3434 -2.6259 0.9708 0.0 0.0 0.0 0.094
H -0.1946 -1.2791 2.0143 0.0 0.0 0.0 0.035
H -0.0726 -2.8978 2.6581 0.0 0.0 0.0 0.098
H 2.8934 -1.1226 4.1445 -0.1 0.0 0.0 0.090
H 1.3474 -1.8941 4.4987 0.0 0.0 0.0 0.099
H 1.3684 -0.2949 3.7487 0.0 0.0 0.0 0.071
```
Forces are in eV/Å.

For the energy above the lowest of the compared OMol25 structures with the same formula, charge and spin, the calculation gives 136.83 kJ/mol. The charge is +1. The HOMO-LUMO gap (spin up / spin down) comes out at 5.03 / 5.07 eV. The total energy comes out at -110539.135 eV.



ORCA calculation (wB97M-V/def2-TZVPD) on 15 unconnected molecules or ions with the total composition C22H8Br2Cl56O3P2 in a non-equilibrium geometry.

```
93
Properties=species:S:1:pos:R:3:forces:R:3:lowdin_charge:R:1
C -1.7709 4.3267 2.2585 0.6 -1.2 -0.2 -0.277
P -1.9521 2.7244 3.1493 -1.2 -0.1 0.9 0.922
C -1.9236 1.3799 1.8756 1.0 1.6 0.5 -0.257
C -0.3861 2.4716 4.1031 -1.4 1.0 -3.1 -0.347
C -0.4272 2.0180 5.3033 -0.1 -0.6 2.5 -0.618
Br -1.9553 1.5593 6.3011 0.2 0.0 0.0 0.795
C 0.8767 1.8179 5.9939 -1.3 3.6 -3.3 -0.528
O 1.0187 1.0121 6.7861 1.0 -4.9 4.7 0.086
C 1.9518 2.7398 5.5891 0.3 -0.9 5.2 -0.346
P 3.2712 3.3022 6.7538 1.5 -0.4 0.2 0.581
O 2.9775 4.9155 6.7430 0.0 -0.5 0.0 -0.349
Br 2.7296 2.6609 8.8239 -0.4 0.2 -0.2 0.308
C 1.9985 3.1983 4.4176 -0.2 1.5 -3.5 -0.095
C 0.9265 2.7842 3.4938 -0.8 0.5 5.5 -0.462
O 1.0879 2.7090 2.3691 0.8 -0.3 -7.3 0.127
H -2.7565 4.6152 1.9660 -0.7 0.2 -0.3 0.021
H -1.3771 5.1080 2.8748 0.3 0.3 0.5 0.033
H -1.1575 4.1796 1.3903 0.4 0.3 -0.6 0.025
H -1.8769 0.4665 2.4139 -0.3 -0.8 0.3 -0.045
H -1.0227 1.4865 1.3027 0.4 -0.1 -0.7 0.028
H -2.8040 1.4754 1.2764 -0.5 -0.1 -0.4 0.033
H 2.2867 5.0747 6.1018 -0.6 0.6 -0.1 0.034
H 2.7583 3.8728 4.1055 0.6 0.5 -0.7 0.105
C 4.7201 1.8842 0.5787 0.0 0.1 -0.1 -2.033
Cl 6.3675 1.2795 0.7717 0.0 -0.1 0.0 0.537
Cl 4.0223 2.1931 2.1704 0.3 0.1 -0.1 0.564
Cl 4.7510 3.3831 -0.3504 0.0 0.1 0.0 0.533
Cl 3.7445 0.7109 -0.2991 -0.2 -0.1 0.2 0.517
C 4.9525 -0.6076 -4.2922 0.0 0.0 -0.2 -2.037
Cl 5.0427 0.3701 -5.7648 -0.2 -0.5 -0.2 0.490
Cl 3.2624 -0.8806 -3.8518 0.0 0.0 0.0 0.527
Cl 5.7486 -2.1570 -4.5728 0.0 0.0 0.0 0.541
Cl 5.7572 0.2485 -2.9804 0.2 -0.1 0.1 0.489
C -2.8695 -2.6540 3.9327 -0.2 0.0 0.0 -1.993
Cl -2.6221 -3.9194 5.1392 0.0 0.0 0.0 0.520
Cl -2.5772 -3.3359 2.3334 0.1 0.1 0.1 0.508
Cl -4.5287 -2.0489 4.0077 0.2 0.2 -0.2 0.490
Cl -1.7453 -1.3164 4.2544 -0.7 -0.2 -0.1 0.482
C 5.5776 4.5420 -5.2983 0.1 0.0 0.0 -2.017
Cl 5.4259 3.0672 -4.3404 0.0 0.6 0.3 0.471
Cl 5.9499 4.0949 -6.9633 0.0 0.2 0.3 0.462
Cl 4.0699 5.4533 -5.2587 0.0 0.1 0.0 0.506
Cl 6.8785 5.5411 -4.6401 0.1 0.0 0.0 0.541
C -0.8204 -5.5902 -0.5877 0.1 0.0 0.1 -2.041
Cl -1.1396 -6.7561 0.6957 0.0 0.0 0.0 0.508
Cl 0.7711 -4.8639 -0.3443 0.0 0.0 0.0 0.533
Cl -0.8658 -6.3993 -2.1552 0.0 0.0 0.0 0.538
Cl -2.0542 -4.3300 -0.5408 0.1 0.0 -0.1 0.460
C -7.7220 -4.5890 2.7860 0.0 0.0 0.0 -2.053
Cl -5.9828 -4.4294 2.5551 -0.1 -0.3 -0.2 0.485
Cl -8.2279 -3.5537 4.1258 0.0 0.0 0.0 0.522
Cl -8.5576 -4.0952 1.3116 0.0 0.0 0.0 0.525
Cl -8.1205 -6.2679 3.1560 0.0 0.0 0.0 0.532
C -0.7204 -8.7411 4.6491 0.0 0.0 0.0 -2.061
Cl 1.0011 -8.3576 4.6591 0.0 0.0 0.0 0.530
Cl -1.0323 -10.0887 5.7438 0.0 0.0 0.0 0.531
Cl -1.6419 -7.3288 5.1703 0.0 0.0 0.0 0.507
Cl -1.2138 -9.1855 3.0131 0.0 -0.1 0.0 0.504
C 2.6997 -1.9219 4.5487 0.1 -0.2 0.3 -2.027
Cl 0.9479 -2.1430 4.5790 0.7 0.1 -0.1 0.497
Cl 3.1123 -0.3597 3.8258 -0.1 -0.2 -0.1 0.522
Cl 3.3102 -1.9450 6.2033 0.1 0.0 0.1 0.542
Cl 3.4446 -3.2313 3.6208 0.0 0.1 0.0 0.531
C -0.0722 4.3253 -4.7565 0.0 0.0 0.0 -2.067
Cl 1.4014 3.4137 -4.4459 0.0 -0.1 0.1 0.501
Cl -0.8530 4.7321 -3.2269 0.0 0.0 0.0 0.528
Cl 0.3335 5.8102 -5.6254 0.0 0.1 0.0 0.511
Cl -1.1668 3.3575 -5.7403 -0.1 -0.1 -0.1 0.530
C -4.8235 -1.2273 8.2659 0.0 0.0 0.0 -2.036
Cl -5.3111 0.4587 8.4684 0.0 0.0 0.0 0.528
Cl -3.6864 -1.3494 6.9264 0.0 0.2 0.6 0.458
Cl -4.0577 -1.8008 9.7485 0.0 0.0 0.0 0.538
Cl -6.2461 -2.2157 7.9164 0.0 0.0 0.0 0.527
C -5.3166 -3.7734 -2.9933 0.0 0.0 0.0 -2.041
Cl -5.6069 -5.1378 -4.0749 0.0 0.0 0.0 0.532
Cl -6.4459 -2.4739 -3.3722 0.0 0.0 0.2 0.502
Cl -5.5498 -4.2883 -1.3186 0.0 0.0 0.0 0.505
Cl -3.6638 -3.1897 -3.2135 -0.1 0.0 -0.1 0.507
C 8.6616 2.4719 -9.4580 0.0 0.0 0.0 -2.052
Cl 8.2658 1.4808 -10.8632 0.0 0.0 0.0 0.529
Cl 7.8867 4.0532 -9.6204 0.1 0.0 -0.1 0.501
Cl 8.0828 1.6695 -7.9930 0.0 -0.1 -0.1 0.503
Cl 10.4096 2.6838 -9.3582 0.0 0.0 0.0 0.535
C -7.7324 -0.8436 -6.7783 0.0 0.0 0.0 -2.064
Cl -6.0651 -0.4962 -6.3172 0.0 0.0 0.0 0.511
Cl -7.8998 -0.6812 -8.5277 0.0 0.0 0.0 0.526
Cl -8.1553 -2.4905 -6.2985 0.0 0.0 -0.1 0.503
Cl -8.8147 0.2966 -5.9747 0.0 0.0 0.0 0.523
C 2.9662 3.5289 -9.6710 0.0 0.0 0.0 -2.047
Cl 4.4804 2.6668 -9.3960 0.0 -0.2 -0.2 0.482
Cl 2.2294 3.9273 -8.1178 0.0 0.0 0.0 0.500
Cl 3.2936 5.0142 -10.5670 0.0 0.0 0.0 0.534
Cl 1.8669 2.5084 -10.6011 0.0 0.0 0.0 0.535
```
Forces are in eV/Å.

The charge is 0. The HOMO-LUMO gap comes out at 7.14 eV. The total energy comes out at -888998.355 eV.



What did the first record say?
ORCA calculation (wB97M-V/def2-TZVPD) on a molecular structure, C5H6LiO4Tl in a non-equilibrium geometry.

```
17
Properties=species:S:1:pos:R:3:forces:R:3:nbo_charge:R:1
O -2.1931 -1.3920 1.9943 -0.4 0.0 0.3 -0.814
C -1.6630 -0.8055 1.0163 -0.2 -1.1 -0.5 0.970
O -1.7437 -1.2320 -0.1625 -0.1 0.1 -0.2 -0.815
O -0.9743 0.3089 1.3005 1.4 0.1 0.1 -0.514
C -0.2054 0.9228 0.2669 -3.4 1.1 -2.7 -0.102
Tl -3.4296 -3.0827 0.6357 0.7 0.7 0.1 0.881
H -0.1361 1.9810 0.5525 0.9 -0.6 0.3 0.205
H -0.8836 1.0436 -0.5895 -0.1 -0.5 0.0 0.205
C 1.1888 0.2273 -0.6934 -1.4 -1.1 2.4 -0.345
C 1.5857 0.2353 0.6508 5.4 2.3 -0.1 -0.517
H 1.2813 1.0247 -1.4401 0.2 0.3 0.7 0.192
H 1.4150 -0.7532 -1.1306 -1.3 -0.2 -0.7 0.194
Li 2.8797 1.8935 1.9046 -0.4 -0.6 -0.1 0.894
O 2.7445 0.3349 2.7753 -0.2 -0.8 -1.2 -0.930
C 2.0557 -0.3422 1.8519 -2.0 1.3 0.5 0.145
H 2.8593 -0.3311 0.6058 -0.1 -0.2 1.1 0.186
H 1.3463 -1.0778 2.2808 1.0 -0.9 0.0 0.165
```
Forces are in eV/Å.

For the energy above the lowest of the compared OMol25 structures with the same formula, charge and spin, the calculation gives 526.92 kJ/mol. The charge is 0. The HOMO-LUMO gap comes out at 6.28 eV. The total energy comes out at -18364.712 eV.



Which of these has the highest charge?
C27H41ClN2O4S3V



Which formula does entry 1 have?
C5H6LiO4Tl